# 1
Here is a structure of composition C44H51BrOPSeSn at a distorted geometry from the OMol25 dataset. Energies are from the ωB97M-V functional and the def2-TZVPD basis.

```
100
C44H51BrOPSeSn, DFT the ωB97M-V functional and the def2-TZVPD basis
Sn 1.939 -0.193 2.374
C 2.853 3.219 -3.943
C 3.773 2.020 -3.867
C 4.544 1.730 -4.997
C 5.448 0.681 -5.029
C 5.610 -0.123 -3.910
C 4.838 0.128 -2.788
C 3.915 1.183 -2.743
P 3.020 1.221 -1.138
C 1.423 2.053 -1.492
C 0.647 1.223 -2.312
C -0.624 1.591 -2.719
C -1.141 2.808 -2.295
C -0.394 3.614 -1.451
C 0.883 3.255 -1.016
C 1.590 4.183 -0.054
C 4.137 2.347 -0.183
C 4.733 3.479 -0.716
C 5.505 4.319 0.079
C 5.699 4.040 1.431
C 5.184 2.883 1.966
C 4.474 1.979 1.152
C 4.285 0.646 1.628
H 3.237 3.934 -4.670
H 2.749 3.727 -2.987
H 1.850 2.926 -4.262
H 4.430 2.360 -5.873
H 6.027 0.494 -5.926
H 6.317 -0.944 -3.916
H 4.942 -0.515 -1.918
H 1.056 0.268 -2.634
H -1.203 0.935 -3.357
H -2.132 3.119 -2.606
H -0.815 4.554 -1.104
H 0.860 4.778 0.497
H 2.249 4.878 -0.583
H 2.194 3.639 0.672
H 4.570 3.729 -1.758
H 5.936 5.217 -0.350
H 6.269 4.721 2.050
H 5.378 2.624 3.002
H 4.710 0.379 2.587
H 4.253 -0.145 0.896
C -5.267 0.097 0.874
C -4.559 -0.277 -0.438
C -5.241 -1.522 -1.003
C -4.697 0.876 -1.445
C -3.071 -0.515 -0.153
C -2.301 0.492 0.409
C -0.988 0.220 0.710
Br 0.017 1.626 1.533
C -0.328 -1.002 0.515
O 0.910 -1.232 0.990
C -1.067 -1.977 -0.180
C -2.415 -1.705 -0.451
C -0.524 -3.345 -0.654
C 0.966 -3.591 -0.384
C -0.725 -3.436 -2.175
C -1.319 -4.469 0.033
H -6.324 0.307 0.685
H -4.822 0.983 1.337
H -5.194 -0.728 1.583
H -6.300 -1.310 -1.163
H -5.171 -2.360 -0.303
H -4.812 -1.824 -1.964
H -5.744 1.011 -1.731
H -4.115 0.667 -2.346
H -4.342 1.818 -1.017
H -2.705 1.481 0.603
H -2.990 -2.488 -0.929
H 1.593 -2.834 -0.862
H 1.233 -4.569 -0.793
H 1.191 -3.593 0.681
H -0.179 -2.635 -2.682
H -1.776 -3.362 -2.459
H -0.346 -4.396 -2.539
H -1.259 -4.373 1.120
H -0.911 -5.443 -0.255
H -2.374 -4.451 -0.251
C -5.048 -2.997 3.405
C -3.653 -2.447 3.555
C -3.434 -1.114 3.865
C -2.157 -0.594 4.069
C -2.037 0.875 4.394
C -1.072 -1.470 3.967
Se 0.686 -0.927 4.491
C -1.255 -2.823 3.631
C -0.097 -3.783 3.494
C -2.547 -3.283 3.433
H -5.785 -2.201 3.312
H -5.306 -3.593 4.284
H -5.124 -3.651 2.534
H -4.290 -0.453 3.976
H -2.895 1.207 4.981
H -2.023 1.465 3.473
H -1.126 1.102 4.944
H 0.553 -3.488 2.665
H -0.458 -4.794 3.301
H 0.512 -3.799 4.399
H -2.705 -4.335 3.201
```

Output
HOMO level: -10.373 eV
LUMO energy: -4.73 eV
net charge: +1
strongest force on any atom: 1.70 eV/A
energy relative to the best compared isomer or geometry (same formula, charge and spin): 45.8 kcal per mole
E_tot: -199007.150 eV
multiplicity: 1

***

# 2
Here is a structure of composition C44H51Cl2LuN5O6PTe from the OMol25 dataset. Energies are from the ωB97M-V functional and the def2-TZVPD basis.

```
111
C44H51Cl2LuN5O6PTe, DFT the ωB97M-V functional and the def2-TZVPD basis
Lu -0.776 -1.144 1.410
O 0.189 -3.247 2.123
C 0.112 -4.135 3.155
C 0.748 -5.368 3.105
C 0.667 -6.233 4.187
C -0.048 -5.881 5.319
C -0.673 -4.647 5.355
C -0.618 -3.745 4.293
C -1.339 -2.480 4.502
N -1.441 -1.521 3.677
N -2.140 -0.420 4.169
C -2.420 0.465 3.242
O -2.193 0.342 1.981
C -3.039 1.740 3.707
C -3.384 1.937 5.045
C -3.917 3.149 5.450
C -4.096 4.176 4.528
C -3.744 3.986 3.201
C -3.222 2.768 2.790
H 1.293 -5.643 2.218
H 1.171 -7.190 4.135
H -0.124 -6.557 6.160
H -1.241 -4.358 6.232
H -1.822 -2.364 5.473
H -3.232 1.130 5.748
H -4.191 3.297 6.488
H -4.496 5.129 4.851
H -3.855 4.788 2.484
H -2.920 2.618 1.763
N -2.193 -0.663 -0.613
N -3.199 -1.647 -0.657
C -3.300 -2.575 0.393
O -4.319 -3.241 0.469
O -2.248 -2.646 1.142
H -2.592 0.267 -0.499
H -1.686 -0.682 -1.491
H -4.079 -1.404 -1.085
Cl -0.480 5.047 1.192
C 1.117 2.573 1.701
Cl 0.385 1.324 0.766
H 0.466 3.047 2.424
H 1.738 3.229 1.107
C 2.297 -1.440 5.209
P 1.824 -0.205 3.996
C 0.826 0.980 4.884
C 3.340 0.619 3.516
O 1.133 -0.849 2.832
H 2.781 -0.972 6.068
H 2.980 -2.154 4.748
H 1.402 -1.970 5.536
H 1.437 1.526 5.606
H 0.010 0.461 5.391
H 0.391 1.688 4.178
H 3.903 0.949 4.390
H 3.071 1.477 2.899
H 3.938 -0.075 2.924
C 4.126 5.236 -5.801
C 3.459 4.098 -5.073
C 3.769 3.807 -3.754
C 3.160 2.756 -3.071
C 3.560 2.508 -1.637
C 2.205 1.969 -3.731
Te 1.277 0.399 -2.628
N 0.539 -1.795 -0.232
C 0.935 -2.946 -0.154
O 0.863 -3.860 1.014
C 1.619 -3.813 -1.168
C 2.620 -3.246 -1.949
C 3.208 -3.977 -2.970
C 2.797 -5.280 -3.219
C 1.803 -5.853 -2.436
C 1.215 -5.123 -1.412
C -0.723 0.905 -3.137
C -1.531 -0.034 -3.801
C -1.030 -1.337 -4.382
C -2.895 0.224 -3.938
C -3.480 1.367 -3.420
C -4.968 1.588 -3.492
C -2.656 2.303 -2.807
C -1.285 2.110 -2.665
C -0.505 3.230 -2.021
C 1.899 2.232 -5.075
C 0.925 1.395 -5.862
C 2.524 3.297 -5.715
H 4.745 5.826 -5.125
H 3.387 5.901 -6.251
H 4.766 4.864 -6.605
H 4.496 4.419 -3.231
H 4.150 3.340 -1.253
H 4.158 1.596 -1.545
H 2.683 2.378 -1.001
H 2.927 -2.229 -1.745
H 3.979 -3.523 -3.580
H 3.245 -5.846 -4.026
H 1.479 -6.868 -2.627
H 0.428 -5.558 -0.810
H 0.034 -1.483 -4.225
H -1.230 -1.363 -5.456
H -1.556 -2.181 -3.930
H -3.513 -0.510 -4.447
H -5.449 0.836 -4.118
H -5.202 2.574 -3.897
H -5.414 1.532 -2.497
H -3.086 3.219 -2.413
H -0.777 4.179 -2.485
H 0.569 3.107 -2.116
H -0.735 3.340 -0.959
H 1.109 0.331 -5.699
H 1.013 1.611 -6.927
H -0.105 1.591 -5.558
H 2.276 3.500 -6.752
```

Output
HOMO level (spin up / spin down): -4.818 / -5.049 eV
LUMO energy (spin up / spin down): 2.05 / 2.01 eV
net charge: -1
strongest force on any atom: 0.99 eV/A
energy relative to the best compared isomer or geometry (same formula, charge and spin): 89.3 kcal per mole
E_tot: -141443.466 eV
expectation value of S²: 0.754
multiplicity: 2

***

# 3
Here is a structure of composition C44H51CrN5OS2SeSi2 at a distorted geometry from the OMol25 dataset. Energies are from the ωB97M-V functional and the def2-TZVPD basis.

```
107
C44H51CrN5OS2SeSi2, DFT the ωB97M-V functional and the def2-TZVPD basis
Cr -0.075 -0.149 -0.008
S 0.582 5.321 1.282
C 0.126 6.915 1.714
C -0.771 6.944 2.737
C -1.098 5.658 3.204
C -0.455 4.654 2.520
C -0.679 3.233 2.626
C -0.159 2.362 1.653
N -0.550 1.109 1.483
C -1.383 0.590 2.428
C -1.806 1.328 3.560
C -2.532 0.666 4.593
C -2.725 -0.674 4.558
C -2.302 -1.440 3.436
C -2.353 -2.833 3.406
C -1.917 -3.504 2.270
C -1.602 -2.727 1.139
N -1.505 -1.411 1.149
C -1.757 -0.772 2.314
C -1.761 -4.937 2.255
C -2.156 -5.847 3.203
C -1.760 -7.164 2.911
C -1.048 -7.258 1.756
S -0.866 -5.734 0.990
C -1.485 2.685 3.620
H 0.534 7.744 1.173
H -1.187 7.849 3.142
H -1.797 5.498 4.004
H 0.601 2.728 0.976
H -2.870 1.260 5.428
H -3.206 -1.191 5.376
H -2.692 -3.362 4.282
H -1.412 -3.229 0.197
H -2.722 -5.586 4.078
H -1.985 -8.006 3.537
H -0.625 -8.133 1.303
H -1.849 3.289 4.438
C 1.835 0.563 -0.605
Si 1.721 1.513 -2.246
C -0.160 1.354 -2.701
N -1.029 1.408 -1.508
C -2.368 0.824 -1.757
C -3.375 1.788 -2.386
C -3.651 2.980 -1.454
C -2.502 3.135 -0.453
C -1.198 2.842 -1.186
C 2.386 3.237 -1.800
C 1.807 4.447 -2.160
C 2.366 5.654 -1.776
C 3.529 5.676 -1.026
C 4.141 4.482 -0.684
C 3.573 3.283 -1.069
C 2.558 0.979 -3.874
C 3.478 1.821 -4.500
C 3.942 1.552 -5.776
C 3.494 0.434 -6.460
C 2.606 -0.432 -5.842
C 2.152 -0.165 -4.562
H 2.237 1.205 0.187
H 2.538 -0.276 -0.697
H -0.280 0.379 -3.175
H -0.469 2.095 -3.448
H -2.780 0.485 -0.795
H -2.246 -0.054 -2.397
H -4.298 1.235 -2.566
H -3.009 2.135 -3.356
H -4.589 2.838 -0.917
H -3.750 3.885 -2.056
H -2.635 2.453 0.389
H -2.484 4.152 -0.060
H -0.323 3.201 -0.651
H -1.233 3.408 -2.126
H 0.910 4.451 -2.763
H 1.896 6.581 -2.068
H 3.962 6.614 -0.716
H 5.061 4.483 -0.116
H 4.068 2.357 -0.812
H 3.826 2.702 -3.978
H 4.647 2.228 -6.242
H 3.834 0.240 -7.467
H 2.260 -1.314 -6.363
H 1.475 -0.859 -4.083
C 2.913 -4.167 0.866
N 1.954 -3.090 0.825
C 1.922 -2.041 1.652
N 2.788 -2.010 2.700
O 1.074 -1.135 1.544
H 2.599 -4.920 0.149
H 2.939 -4.614 1.862
H 3.917 -3.826 0.596
H 1.345 -3.034 0.010
H 3.640 -2.541 2.681
H 2.796 -1.161 3.243
C -0.964 -4.922 -2.811
Si -1.458 -3.092 -3.048
C -1.263 -2.432 -4.831
C -3.223 -2.780 -2.373
Se 0.090 -1.865 -1.699
H -1.454 -5.569 -3.530
H -1.241 -5.261 -1.816
H 0.109 -5.042 -2.918
H -1.896 -2.992 -5.513
H -0.234 -2.526 -5.168
H -1.540 -1.383 -4.903
H -3.938 -3.456 -2.830
H -3.557 -1.768 -2.578
H -3.259 -2.931 -1.299
```

Output
HOMO level (spin up / spin down): -9.876 / -9.825 eV
LUMO energy (spin up / spin down): -3.25 / -3.24 eV
net charge: +1
strongest force on any atom: 1.67 eV/A
energy relative to the best compared isomer or geometry (same formula, charge and spin): 14.0 kcal per mole
E_tot: -187145.934 eV
expectation value of S²: 0.778
multiplicity: 2

***

# 4
Here is a structure of composition C44H52AsI2N2O5RuSi at a distorted geometry from the OMol25 dataset. Energies are from the ωB97M-V functional and the def2-TZVPD basis.

```
108
C44H52AsI2N2O5RuSi, DFT the ωB97M-V functional and the def2-TZVPD basis
Ru -0.285 0.036 0.258
O -3.792 -2.568 1.185
C -2.814 -1.887 1.015
O -2.604 -0.709 0.738
C -1.333 -2.759 1.172
O -1.390 -3.772 1.820
O -0.433 -2.202 0.531
I 0.055 4.495 -2.788
C -0.316 4.476 -0.707
C -0.567 5.687 -0.083
C -0.770 5.733 1.272
I -1.181 7.625 2.162
C -0.708 4.571 2.053
C -0.780 4.546 3.458
C -0.652 3.354 4.114
C -0.544 2.179 3.363
N -0.493 2.158 2.053
C -0.506 3.325 1.391
C -0.254 3.246 -0.033
O 0.050 2.146 -0.594
H -0.587 6.598 -0.663
H -0.913 5.470 4.003
H -0.642 3.301 5.192
H -0.499 1.234 3.881
C -1.833 -2.486 -2.011
Si -1.317 -0.623 -1.856
C -2.956 0.381 -2.388
C -3.055 0.545 -3.904
C -4.215 -0.353 -1.925
C -2.942 1.759 -1.729
C 0.289 -0.543 -3.034
C 0.490 0.851 -3.614
C 1.500 -0.841 -2.153
C 0.273 -1.575 -4.158
H -2.194 -2.715 -3.010
H -2.617 -2.746 -1.307
H -0.988 -3.136 -1.802
H -2.994 -0.419 -4.403
H -2.267 1.186 -4.282
H -4.005 1.010 -4.174
H -4.331 -1.302 -2.438
H -5.093 0.256 -2.141
H -4.190 -0.541 -0.860
H -2.082 2.327 -2.067
H -2.888 1.654 -0.644
H -3.847 2.315 -1.981
H 0.467 1.569 -2.802
H -0.278 1.103 -4.339
H 1.457 0.922 -4.114
H 1.567 -0.088 -1.349
H 2.418 -0.794 -2.741
H 1.412 -1.834 -1.705
H -0.586 -1.445 -4.810
H 0.259 -2.584 -3.757
H 1.176 -1.461 -4.760
C 4.564 -5.981 4.811
C 4.258 -4.901 3.818
C 4.800 -3.633 3.941
C 4.406 -2.582 3.121
C 5.021 -1.238 3.387
C 3.448 -2.797 2.121
As 2.467 -1.409 0.991
N 1.185 -0.653 1.985
C 0.547 -1.147 3.062
C -0.826 -0.857 3.248
C -1.525 -1.317 4.340
C -0.880 -2.048 5.327
C 0.470 -2.331 5.177
C 1.172 -1.905 4.072
C 3.906 -0.021 0.845
C 5.047 -0.398 0.128
C 5.106 -1.664 -0.682
C 6.192 0.392 0.175
C 6.228 1.573 0.896
C 7.490 2.369 1.056
C 5.047 2.011 1.477
C 3.891 1.247 1.441
C 2.647 1.812 2.049
C 2.977 -4.105 1.924
C 2.005 -4.450 0.835
C 3.376 -5.127 2.774
H 5.467 -5.756 5.374
H 4.681 -6.945 4.320
H 3.736 -6.066 5.515
H 5.530 -3.446 4.720
H 5.552 -1.243 4.339
H 4.262 -0.459 3.421
H 5.732 -0.987 2.600
H -1.327 -0.257 2.492
H -2.584 -1.108 4.422
H -1.426 -2.400 6.191
H 0.985 -2.906 5.936
H 2.219 -2.146 3.977
H 4.101 -2.003 -0.941
H 5.602 -2.460 -0.124
H 5.669 -1.494 -1.601
H 7.084 0.061 -0.341
H 8.302 1.931 0.478
H 7.784 2.389 2.108
H 7.338 3.399 0.734
H 5.034 2.963 1.991
H 2.764 2.868 2.290
H 2.366 1.284 2.961
H 1.823 1.702 1.338
H 2.284 -3.964 -0.103
H 1.001 -4.114 1.105
H 1.971 -5.527 0.683
H 2.970 -6.120 2.630
```

Output
HOMO level (spin up / spin down): -4.341 / -4.325 eV
LUMO energy (spin up / spin down): 1.90 / 0.27 eV
net charge: -1
strongest force on any atom: 5.63 eV/A
energy relative to the best compared isomer or geometry (same formula, charge and spin): 40.7 kcal per mole
E_tot: -147190.053 eV
expectation value of S²: 6.076
multiplicity: 5

***

Which value of multiplicity does entry 3 give?
2

***

Which formula does entry 3 have?
C44H51CrN5OS2SeSi2

***

The lowest strongest force on any atom belongs to which entry?
C44H51Cl2LuN5O6PTe